# 1
Formula: C4H5NO
Source: OMol25
Level of theory: wB97M-V/def2-TZVPD

HOMO in eV: -10.0
ΔE to the lowest compared entry with this formula, charge and spin in kJ/mol: 468.6
Lowest unoccupied orbital energy in eV: 0.83
Frontier orbital gap in eV: 10.789
Structure (SMILES): C#[N+][O-].C#CC

Structure (ORCA input):
```
! RIJCOSX wB97M-V def2-TZVPD def2/J DEFGRID3
* xyz 0 1
O 1.714 -3.254 0.816
N 1.729 -2.143 0.352
C 0.263 2.013 -0.541
C -0.614 1.251 -0.220
C -1.675 0.321 0.169
C 1.772 -1.079 -0.108
H -1.399 -0.711 -0.075
H -1.865 0.376 1.246
H 1.023 2.710 -0.819
H -2.605 0.558 -0.355
H 1.624 -0.075 -0.449
*
```

These are the natural (NBO) partial charges, in e, on atoms 1 to 2: -0.419, 0.199

=====

# 2
Formula: C4H5NO
Source: OMol25
Level of theory: wB97M-V/def2-TZVPD

HOMO in eV: -9.9
ΔE to the lowest compared entry with this formula, charge and spin in kJ/mol: 111.9
Lowest unoccupied orbital energy in eV: 0.86
Frontier orbital gap in eV: 10.748
Structure (SMILES): CC#CC(N)=O

Structure (ORCA input):
```
! RIJCOSX wB97M-V def2-TZVPD def2/J DEFGRID3
* xyz 0 1
O -1.418 0.183 2.177
N -2.164 -1.224 0.563
C -0.145 0.008 0.218
C -1.281 -0.326 1.080
C 2.037 0.930 -1.009
C 0.836 0.401 -0.364
H -2.001 -1.699 -0.309
H 1.949 2.015 -1.123
H 2.203 0.492 -1.997
H -2.933 -1.508 1.150
H 2.915 0.729 -0.388
*
```

These are the natural (NBO) partial charges, in e, on atoms 1 to 2: -0.577, -0.807

=====

# 3
Formula: C4H5NO
Source: OMol25
Level of theory: wB97M-V/def2-TZVPD

HOMO in eV: -9.9
ΔE to the lowest compared entry with this formula, charge and spin in kJ/mol: 298.6
Lowest unoccupied orbital energy in eV: 0.98
Frontier orbital gap in eV: 10.849
Structure (SMILES): C=COC1=NC1

Structure (ORCA input):
```
! RIJCOSX wB97M-V def2-TZVPD def2/J DEFGRID3
* xyz 0 1
O -0.252 0.278 -1.404
N 1.975 1.059 -0.839
C 0.823 0.601 -0.695
C -1.182 -1.139 0.294
C -1.312 -0.245 -0.673
C 1.429 0.762 0.586
H -2.056 -1.470 0.842
H 1.182 1.619 1.212
H -2.252 0.179 -1.007
H 1.864 -0.090 1.112
H -0.219 -1.554 0.571
*
```

These are the natural (NBO) partial charges, in e, on atoms 1 to 2: -0.457, -0.357

=====

# 4
Formula: C4H5NO
Source: OMol25
Level of theory: wB97M-V/def2-TZVPD

HOMO in eV: -10.1
ΔE to the lowest compared entry with this formula, charge and spin in kJ/mol: 171.4
Lowest unoccupied orbital energy in eV: 0.80
Frontier orbital gap in eV: 10.892
Structure (SMILES): C#CCNC=O

Structure (ORCA input):
```
! RIJCOSX wB97M-V def2-TZVPD def2/J DEFGRID3
* xyz 0 1
O -0.110 -1.610 -1.728
N 0.855 -0.639 0.119
C 0.858 -1.262 -1.091
C -0.341 -0.184 0.814
C -0.823 1.147 0.408
C -1.239 2.236 0.106
H 1.774 -0.347 0.420
H -0.137 -0.178 1.891
H -1.610 3.196 -0.175
H 1.907 -1.439 -1.413
H -1.133 -0.922 0.647
*
```

These are the natural (NBO) partial charges, in e, on atoms 1 to 2: -0.595, -0.609

=====

# 5
Formula: C4H5NO
Source: OMol25
Level of theory: wB97M-V/def2-TZVPD

HOMO in eV: -8.2
ΔE to the lowest compared entry with this formula, charge and spin in kJ/mol: 106.6
Lowest unoccupied orbital energy in eV: 1.02
Frontier orbital gap in eV: 9.236
Structure (SMILES): Oc1cc[nH]c1

Structure (ORCA input):
```
! RIJCOSX wB97M-V def2-TZVPD def2/J DEFGRID3
* xyz 0 1
O 2.070 0.088 -0.760
N -1.254 -0.710 0.074
C -1.248 0.629 0.404
C 0.051 1.071 0.456
C 0.059 -1.087 -0.181
C 0.874 0.005 -0.055
H 0.353 2.023 0.876
H -2.173 1.190 0.503
H -2.007 -1.133 -0.460
H 2.927 -0.015 -0.317
H 0.348 -2.061 -0.539
*
```

These are the natural (NBO) partial charges, in e, on atoms 1 to 2: -0.709, -0.526

=====

# 6
Formula: C4H5NO
Source: OMol25
Level of theory: wB97M-V/def2-TZVPD

HOMO in eV: -9.4
ΔE to the lowest compared entry with this formula, charge and spin in kJ/mol: 134.4
Lowest unoccupied orbital energy in eV: 0.48
Frontier orbital gap in eV: 9.881
Structure (SMILES): C=C=NC(C)=O

Structure (ORCA input):
```
! RIJCOSX wB97M-V def2-TZVPD def2/J DEFGRID3
* xyz 0 1
O 0.382 -1.518 0.095
N -0.288 0.679 0.279
C -2.630 0.071 -0.471
C -1.424 0.376 -0.089
C 2.118 0.116 0.293
C 0.702 -0.357 0.166
H 2.426 0.647 -0.615
H 2.758 -0.749 0.469
H 2.207 0.815 1.129
H -3.229 -0.634 0.095
H -3.022 0.554 -1.351
*
```

These are the natural (NBO) partial charges, in e, on atoms 1 to 2: -0.536, -0.548

=====

# 7
Formula: C4H5NO
Source: OMol25
Level of theory: wB97M-V/def2-TZVPD

HOMO in eV: -11.0
ΔE to the lowest compared entry with this formula, charge and spin in kJ/mol: 173.6
Lowest unoccupied orbital energy in eV: 0.82
Frontier orbital gap in eV: 11.779
Structure (SMILES): N#CC[C@H]1CO1

Structure (ORCA input):
```
! RIJCOSX wB97M-V def2-TZVPD def2/J DEFGRID3
* xyz 0 1
O -0.968 -1.281 0.190
N 3.031 0.458 1.204
C -1.615 -0.153 -0.371
C 0.885 0.165 -0.266
C -0.435 0.010 0.474
C 2.076 0.340 0.563
H -2.617 -0.001 0.016
H 0.922 -0.819 -0.739
H -0.517 0.330 1.512
H -1.487 0.012 -1.445
H 0.866 0.927 -1.053
*
```

These are the natural (NBO) partial charges, in e, on atoms 1 to 2: -0.484, -0.314

=====

# 8
Formula: C4H5NO
Source: OMol25
Level of theory: wB97M-V/def2-TZVPD

HOMO in eV: -9.5
ΔE to the lowest compared entry with this formula, charge and spin in kJ/mol: 277.9
Lowest unoccupied orbital energy in eV: 0.55
Frontier orbital gap in eV: 10.090
Structure (SMILES): [H]/N=C1/C=CCO1

Structure (ORCA input):
```
! RIJCOSX wB97M-V def2-TZVPD def2/J DEFGRID3
* xyz 0 1
O 0.332 -1.147 0.229
N 2.224 0.202 -0.297
C 1.000 0.011 -0.040
C 0.032 1.092 -0.030
C -1.091 -0.889 0.307
C -1.219 0.667 0.010
H -1.382 1.405 -0.791
H 0.287 2.103 -0.160
H -1.582 -1.627 -0.344
H 2.778 -0.640 -0.220
H -1.379 -1.177 1.338
*
```

These are the natural (NBO) partial charges, in e, on atoms 1 to 2: -0.496, -0.674

=====

# 9
Formula: C4H5NO
Source: OMol25
Level of theory: wB97M-V/def2-TZVPD

HOMO in eV: -10.2
ΔE to the lowest compared entry with this formula, charge and spin in kJ/mol: 232.1
Lowest unoccupied orbital energy in eV: 0.76
Frontier orbital gap in eV: 10.929
Structure (SMILES): C#CCNC=O

Structure (ORCA input):
```
! RIJCOSX wB97M-V def2-TZVPD def2/J DEFGRID3
* xyz 0 1
O -2.125 0.998 -0.746
N -0.311 1.049 0.607
C 0.659 0.516 -0.329
C -1.613 0.730 0.312
C 0.685 -0.946 -0.309
C 1.142 -2.052 -0.408
H -0.100 0.724 1.539
H 1.660 -2.971 -0.498
H 0.475 0.773 -1.376
H -2.089 0.262 1.200
H 1.618 0.916 0.006
*
```

These are the natural (NBO) partial charges, in e, on atoms 1 to 2: -0.556, -0.612

=====

# 10
Formula: C4H5NO
Source: OMol25
Level of theory: wB97M-V/def2-TZVPD

HOMO in eV: -9.8
ΔE to the lowest compared entry with this formula, charge and spin in kJ/mol: 309.3
Lowest unoccupied orbital energy in eV: 1.00
Frontier orbital gap in eV: 10.848

Structure (ORCA input):
```
! RIJCOSX wB97M-V def2-TZVPD def2/J DEFGRID3
* xyz 0 1
O 1.640 0.904 -0.883
N 0.653 -1.166 -0.292
C -1.706 -0.356 -0.103
C 0.758 0.876 0.261
C -0.225 -0.258 -0.044
C 1.729 -0.168 0.024
H -2.002 -1.408 -0.105
H 2.675 -0.431 0.482
H 0.729 1.734 0.921
H -2.163 0.151 0.753
H -2.086 0.121 -1.014
*
```

These are the natural (NBO) partial charges, in e, on atoms 1 to 2: -0.457, -0.406

=====

# 11
Formula: C4H5NO
Source: OMol25
Level of theory: wB97M-V/def2-TZVPD

HOMO (alpha / beta) in eV: -9.5 / -8.6
ΔE to the lowest compared entry with this formula, charge and spin in kJ/mol: 677.4
Lowest unoccupied orbital energy (alpha / beta) in eV: -0.54 / -1.47
Frontier orbital gap (alpha / beta) in eV: 9.008 / 7.120

Structure (ORCA input):
```
! RIJCOSX wB97M-V def2-TZVPD def2/J DEFGRID3
* xyz 0 1
O 1.578 -0.100 0.412
N -0.126 -1.224 -2.332
C 0.155 -0.580 -1.390
C -0.427 1.104 0.830
C -0.680 -1.242 -0.402
C 0.996 0.826 0.954
H -0.898 1.200 -0.133
H -1.745 -1.163 -0.563
H 1.596 1.519 1.590
H -0.275 -2.212 -0.078
H -0.813 1.822 1.565
*
```

These are the natural (NBO) partial charges, in e, on atoms 1 to 2: -0.518, -0.211

=====

# 12
Formula: C4H5NO
Source: OMol25
Level of theory: wB97M-V/def2-TZVPD

HOMO in eV: -10.6
ΔE to the lowest compared entry with this formula, charge and spin in kJ/mol: 78.4
Lowest unoccupied orbital energy in eV: 0.51
Frontier orbital gap in eV: 11.123
Structure (SMILES): C[C@@H](C#N)C=O

Structure (ORCA input):
```
! RIJCOSX wB97M-V def2-TZVPD def2/J DEFGRID3
* xyz 0 1
O -1.090 -1.299 1.208
N -0.811 -0.141 -2.594
C 1.269 -0.048 0.387
C -0.403 0.132 -1.546
C -1.242 -0.278 0.594
C -0.090 0.425 -0.137
H -0.200 1.511 -0.009
H -2.232 0.202 0.477
H 1.197 -0.138 1.475
H 2.064 0.664 0.150
H 1.537 -1.031 -0.004
*
```

These are the natural (NBO) partial charges, in e, on atoms 1 to 2: -0.489, -0.298

=====

Repeat the third record exactly.
Formula: C4H5NO
Source: OMol25
Level of theory: wB97M-V/def2-TZVPD

HOMO in eV: -9.9
ΔE to the lowest compared entry with this formula, charge and spin in kJ/mol: 298.6
Lowest unoccupied orbital energy in eV: 0.98
Frontier orbital gap in eV: 10.849
Structure (SMILES): C=COC1=NC1

Structure (ORCA input):
```
! RIJCOSX wB97M-V def2-TZVPD def2/J DEFGRID3
* xyz 0 1
O -0.252 0.278 -1.404
N 1.975 1.059 -0.839
C 0.823 0.601 -0.695
C -1.182 -1.139 0.294
C -1.312 -0.245 -0.673
C 1.429 0.762 0.586
H -2.056 -1.470 0.842
H 1.182 1.619 1.212
H -2.252 0.179 -1.007
H 1.864 -0.090 1.112
H -0.219 -1.554 0.571
*
```

These are the natural (NBO) partial charges, in e, on atoms 1 to 2: -0.457, -0.357